[1]
Entry from OMol25: C24H25N2O3RuSe3Te as an isolated structure (ωB97M-V/def2-TZVPD).

The geometry in XYZ format:
```
59
Properties=species:S:1:pos:R:3:lowdin_charge:R:1
Ru 0.00 -1.68 -0.17 0.6430
C 2.42 -0.64 3.30 -0.0482
C 1.76 -1.30 4.33 -0.0398
C 0.63 -2.04 4.05 0.0129
C 0.16 -2.11 2.74 -0.2155
N 0.80 -1.46 1.76 -0.0764
C 1.91 -0.75 2.03 -0.1240
C -1.02 -2.85 2.29 -0.2068
C -1.81 -3.61 3.16 -0.0333
C -2.89 -4.31 2.68 -0.0809
C -3.20 -4.24 1.32 -0.0756
C -2.42 -3.48 0.46 -0.1336
C -1.31 -2.77 0.91 -0.2762
H 3.32 -0.07 3.48 0.1076
H 2.13 -1.24 5.35 0.1166
H 0.11 -2.57 4.84 0.1116
H 2.38 -0.28 1.18 0.0929
H -1.57 -3.66 4.21 0.1037
H -3.50 -4.91 3.35 0.1052
H -4.05 -4.78 0.94 0.1074
H -2.69 -3.46 -0.59 0.0350
Se -1.13 -1.88 -2.23 0.2634
Se -0.83 -3.93 -3.16 0.0102
Te 1.38 -4.64 -2.37 0.5253
Se 1.57 -3.58 -0.20 0.1497
O 2.07 -1.59 -2.99 -0.0527
C 2.25 -0.64 -2.24 -0.6579
O 1.73 -0.37 -1.11 -0.1955
C 3.22 0.45 -2.74 -0.1464
N 3.33 1.49 -1.64 0.0927
C 3.05 2.85 -2.21 -0.0951
C 3.13 2.66 -3.72 -0.1428
C 2.64 1.22 -3.93 -0.1058
H 4.20 0.02 -2.96 0.1673
H 4.23 1.45 -1.16 0.1807
H 2.59 1.12 -1.00 0.1377
H 3.77 3.57 -1.83 0.1298
H 2.06 3.16 -1.89 0.1189
H 4.15 2.77 -4.07 0.1229
H 2.51 3.39 -4.25 0.1233
H 2.98 0.80 -4.88 0.1334
H 1.55 1.17 -3.91 0.1238
C -0.89 1.53 -1.81 -0.0251
C -1.30 1.26 -0.39 -0.3430
O -0.90 0.29 0.24 -0.0546
C -2.24 2.19 0.27 -0.1567
C -2.89 1.76 1.44 -0.0008
C -3.79 2.59 2.08 -0.0531
C -4.04 3.86 1.57 -0.0569
C -3.39 4.30 0.42 -0.0626
C -2.50 3.46 -0.23 -0.0254
H -0.25 0.73 -2.16 0.0109
H -0.36 2.48 -1.86 0.0832
H -1.77 1.60 -2.44 0.1109
H -2.68 0.77 1.82 0.1216
H -4.30 2.25 2.97 0.1122
H -4.75 4.51 2.07 0.1122
H -3.58 5.29 0.03 0.1103
H -2.00 3.82 -1.12 0.1086
```

- frontier orbital gap (alpha / beta) (eV) = 4.97 / 4.97
- maximum force (Eh/bohr) = 0.0292
- total energy (Ha) = -8831.848615
- total charge = +1
- lowest unoccupied orbital energy (alpha / beta) (eV) = -4.7 / -4.7
- ΔE to the lowest compared entry with this formula, charge and spin (eV) = 0.0000

[2]
Entry from OMol25: C23H29N3O2 as an isolated structure (ωB97M-V/def2-TZVPD).

The geometry in XYZ format:
```
57
Properties=species:S:1:pos:R:3:lowdin_charge:R:1
C -2.46 -2.75 6.27 -0.1317
C -3.16 -2.75 4.95 -0.1431
C -3.69 -3.82 4.19 -0.3283
C -3.66 -5.12 4.72 -0.0894
H -3.49 -5.03 5.87 0.1065
H -4.50 -5.50 4.50 -0.0077
H -2.67 -5.75 4.21 0.1745
C -4.16 -3.42 2.74 -0.1395
N -3.51 -2.31 2.03 -0.2122
C -2.11 -2.68 1.77 -0.1270
C -1.43 -1.49 1.01 -0.1611
H -1.47 -0.57 1.85 0.1898
H -0.40 -1.48 1.11 0.0843
C -2.19 -0.95 -0.06 -0.2937
C -3.71 -0.55 0.38 -0.0029
C -4.08 -1.99 0.93 -0.3122
H -5.19 -1.76 1.40 0.1758
H -4.14 -2.73 0.17 0.1191
H -3.82 0.05 1.12 0.0562
H -4.11 -0.40 -0.52 0.0777
O -1.69 0.48 -0.45 -0.1039
C -0.34 0.38 -1.22 -0.1455
C 0.27 -0.69 -1.65 -0.0140
C 1.59 -0.48 -2.30 0.1432
C 1.69 1.01 -2.63 -0.0993
C 1.08 1.94 -1.99 -0.1677
C 0.01 1.85 -1.19 0.0486
H -0.75 2.52 -1.13 0.0918
H 1.59 2.99 -2.23 0.1629
C 3.24 1.03 -3.14 -0.2943
O 3.50 0.28 -4.14 0.0087
N 3.87 2.28 -2.81 0.1021
H 3.57 2.69 -2.07 0.0185
C 5.22 2.61 -3.33 -0.1023
C 5.27 4.04 -3.70 -0.3569
N 5.22 4.19 -5.16 0.2129
C 5.17 5.72 -5.34 -0.1025
C 5.45 6.44 -4.39 -0.2029
C 5.21 6.26 -3.10 -0.0143
C 5.28 4.88 -2.88 -0.1181
H 5.24 4.51 -1.56 0.2230
H 5.41 6.92 -2.40 0.0656
H 5.38 7.72 -4.72 0.1988
H 5.46 5.90 -6.30 0.0779
H 6.01 2.34 -2.88 0.0517
H 5.18 1.89 -4.21 0.1383
H 2.04 -1.23 -2.47 -0.0078
H -0.06 -1.66 -1.20 0.1234
H -2.24 -1.57 -0.91 0.1238
H -1.48 -3.05 2.47 0.0839
H -2.12 -3.47 0.90 0.1545
H -4.03 -4.45 2.18 0.1395
H -5.36 -3.37 2.89 0.1672
H -3.03 -1.78 4.49 0.0924
H -2.41 -3.77 6.81 0.0712
H -1.40 -2.46 6.18 0.0693
H -3.11 -1.93 6.92 0.1254
```

- frontier orbital gap (eV) = 8.12
- maximum force (Eh/bohr) = 0.3823
- total energy (Ha) = -1207.866996
- total charge = 0
- lowest unoccupied orbital energy (eV) = -0.3
- ΔE to the lowest compared entry with this formula, charge and spin (eV) = 21.6194

[3]
Entry from OMol25: C24H32BiClN3O4 as an isolated structure (ωB97M-V/def2-TZVPD).

The geometry in XYZ format:
```
65
Properties=species:S:1:pos:R:3:lowdin_charge:R:1
Bi 0.55 1.42 -0.60 1.1273
Cl 0.76 3.53 -1.94 -0.3664
N 2.15 -0.59 0.29 0.0440
N -1.93 1.25 -0.74 -0.0292
C 2.95 -0.96 -0.68 -0.4051
C -2.49 1.04 -1.91 -0.3759
C 2.43 -1.47 1.45 -0.5610
C 3.81 -2.04 1.09 -0.0754
C 1.39 -2.58 1.52 -0.0258
C 2.47 -0.68 2.74 -0.0426
H 1.37 -3.16 0.59 0.0894
H 0.40 -2.15 1.71 0.0830
H 1.64 -3.25 2.35 0.0809
H 3.03 0.25 2.58 0.0825
H 2.97 -1.27 3.52 0.0845
H 1.45 -0.45 3.06 0.0512
C -3.00 1.20 0.30 -0.5616
C -4.27 1.10 -0.54 -0.0702
C -2.97 2.48 1.11 -0.0333
C -2.82 -0.04 1.15 -0.0395
H -2.77 -0.92 0.50 0.0955
H -3.68 -0.13 1.82 0.0843
H -1.91 0.03 1.77 0.0471
H -3.24 3.32 0.47 0.0861
H -1.97 2.64 1.55 0.0537
H -3.71 2.40 1.92 0.0849
O -3.80 0.88 -1.91 0.0089
H -4.85 2.03 -0.55 0.1208
H -4.92 0.25 -0.29 0.1232
O 3.92 -1.81 -0.36 -0.0117
H 3.95 -3.11 1.26 0.1244
H 4.63 -1.48 1.56 0.1249
C 2.81 -0.54 -2.10 -0.1152
C -1.75 0.94 -3.19 -0.0779
C -0.82 -0.22 -3.02 -0.2470
H -1.19 1.88 -3.33 0.0879
H -2.47 0.82 -4.01 0.1170
C 0.35 -0.07 -2.30 -0.3059
C 1.42 -0.94 -2.52 -0.2568
H 1.18 3.53 1.09 0.0212
C 1.16 -2.20 -3.08 -0.2414
C -0.13 -2.47 -3.55 -0.0364
C 2.25 -3.22 -3.19 -0.0594
C -1.13 -1.49 -3.54 -0.2420
H -0.34 -3.44 -4.00 0.0969
C -2.48 -1.74 -4.12 -0.0615
H -2.64 -2.81 -4.28 0.0688
H -2.58 -1.24 -5.09 0.0798
H -3.29 -1.36 -3.48 0.0720
H 3.05 -2.88 -3.87 0.0791
H 1.85 -4.16 -3.58 0.0669
H 2.74 -3.43 -2.22 0.0724
H 3.60 -1.01 -2.69 0.1125
H 2.95 0.55 -2.13 0.0900
O 1.32 3.95 1.97 0.0835
C 0.76 3.11 2.82 -0.3956
C 0.78 3.36 4.29 -0.0937
C 0.06 2.13 4.81 -0.0896
C -0.26 1.32 3.56 -0.4699
O -0.73 0.18 3.54 0.0225
N 0.13 2.02 2.42 0.1139
H 1.81 3.43 4.67 0.1297
H 0.25 4.30 4.53 0.1306
H 0.66 1.54 5.51 0.1248
H -0.88 2.40 5.31 0.1238
```

- frontier orbital gap (alpha / beta) (eV) = 2.79 / 3.00
- maximum force (Eh/bohr) = 0.0709
- total energy (Ha) = -2073.752062
- total charge = -1
- lowest unoccupied orbital energy (alpha / beta) (eV) = 2.6 / 2.6
- ΔE to the lowest compared entry with this formula, charge and spin (eV) = 0.0000

[4]
Entry from OMol25: the molecule C15H26N2O6 (ωB97M-V/def2-TZVPD).

The geometry in XYZ format:
```
49
Properties=species:S:1:pos:R:3:lowdin_charge:R:1
C 5.61 0.56 1.25 -0.0584
C 4.91 1.62 0.40 -0.2094
O 4.17 1.02 -0.67 0.0062
C 2.95 0.58 -0.39 -0.4472
O 2.41 0.70 0.68 0.0958
C 2.34 -0.09 -1.61 -0.0599
N 0.96 -0.46 -1.47 0.0853
C 0.60 -1.76 -1.33 -0.5050
O 1.43 -2.65 -1.24 0.0558
C -0.89 -1.99 -1.38 -0.0915
C -1.33 -3.28 -0.66 -0.1749
C -2.23 -3.03 0.55 -0.2060
C -1.50 -2.75 1.86 -0.1843
C -0.54 -1.56 1.82 -0.0902
C -1.20 -0.24 1.50 -0.4781
O -2.39 -0.07 1.29 0.0739
N -0.33 0.80 1.49 0.0832
C -0.83 2.11 1.11 -0.0513
C -1.69 1.97 -0.15 -0.4858
O -1.33 1.35 -1.12 0.0804
O -2.81 2.66 -0.05 0.0138
C -3.78 2.50 -1.09 -0.1999
C -4.78 1.43 -0.70 -0.0508
H 6.21 1.04 2.01 0.0786
H 4.87 -0.08 1.73 0.0766
H 6.25 -0.06 0.62 0.0802
H 4.23 2.22 1.02 0.1202
H 5.64 2.27 -0.09 0.1240
H 2.49 0.57 -2.48 0.1400
H 2.90 -1.02 -1.78 0.1400
H 0.25 0.26 -1.45 0.1023
H -1.41 -1.12 -0.98 0.0924
H -1.14 -2.06 -2.44 0.1305
H -1.87 -3.91 -1.36 0.1070
H -0.43 -3.83 -0.35 0.1084
H -2.91 -2.20 0.33 0.0966
H -2.85 -3.91 0.71 0.1072
H -2.25 -2.56 2.63 0.1137
H -0.93 -3.63 2.15 0.1138
H 0.25 -1.74 1.10 0.1083
H -0.06 -1.46 2.80 0.1291
H 0.67 0.64 1.43 0.0921
H 0.02 2.76 0.90 0.1380
H -1.44 2.53 1.90 0.1336
H -4.25 3.48 -1.20 0.1233
H -3.26 2.23 -2.02 0.1173
H -5.47 1.25 -1.52 0.0776
H -5.35 1.75 0.17 0.0806
H -4.26 0.52 -0.45 0.0671
```

- frontier orbital gap (eV) = 10.16
- maximum force (Eh/bohr) = 0.0148
- total energy (Ha) = -1148.214493
- total charge = 0
- lowest unoccupied orbital energy (eV) = 0.7
- ΔE to the lowest compared entry with this formula, charge and spin (eV) = 0.0000

[5]
Entry from OMol25: C23H22ClO4PdS2 as an isolated structure (ωB97M-V/def2-TZVPD).

The geometry in XYZ format:
```
53
Properties=species:S:1:pos:R:3:lowdin_charge:R:1
Pd -0.85 1.56 0.03 1.0274
O -2.66 0.71 0.49 -0.6068
S -3.17 -0.70 0.76 1.0893
C -2.36 -1.16 2.35 -0.2828
C -1.64 -2.50 2.48 -0.2141
C -0.20 -2.47 1.94 -0.2008
C 0.74 -1.63 2.80 -0.3018
S 1.37 -0.13 2.01 1.0796
O 0.11 0.56 1.55 -0.6186
C 2.23 -0.88 0.63 -0.3806
C 3.34 -1.67 0.93 -0.0810
C 4.06 -2.24 -0.10 -0.0558
C 3.69 -2.01 -1.42 -0.0567
C 2.60 -1.20 -1.70 -0.0563
C 1.86 -0.63 -0.68 -0.0749
C -2.50 -1.82 -0.45 -0.3961
C -1.57 -1.44 -1.40 -0.0829
C -1.12 -2.37 -2.32 -0.0562
C -1.60 -3.68 -2.28 -0.0531
C -2.56 -4.04 -1.35 -0.0518
C -3.03 -3.11 -0.44 -0.0948
H -3.17 -1.07 3.08 0.0942
H -1.67 -0.32 2.50 0.0659
H -2.19 -3.30 1.98 0.0991
H -1.62 -2.76 3.54 0.1250
H -0.20 -2.10 0.91 0.0944
H 0.18 -3.49 1.89 0.1277
H 1.64 -2.17 3.10 0.0908
H 0.27 -1.27 3.72 0.1014
H 3.65 -1.82 1.96 0.1131
H 4.91 -2.86 0.13 0.1152
H 4.26 -2.46 -2.22 0.1137
H 2.33 -1.00 -2.73 0.1128
H 1.03 0.03 -0.91 0.0720
H -1.22 -0.40 -1.46 0.0827
H -0.40 -2.08 -3.07 0.1108
H -1.24 -4.40 -3.00 0.1143
H -2.97 -5.04 -1.35 0.1155
H -3.81 -3.37 0.26 0.1182
Cl 0.67 8.38 -1.15 0.6932
C 0.65 6.67 -0.92 -0.6646
C 1.80 6.02 -0.45 -0.0638
C 1.82 4.67 -0.25 0.0108
C 0.67 3.88 -0.50 -0.3149
O 0.77 2.59 -0.33 -0.1733
C -0.49 4.54 -1.00 -0.1328
C -1.65 3.83 -1.41 -0.1282
O -1.85 2.60 -1.35 -0.0878
C -0.48 5.94 -1.20 -0.0479
H 2.68 6.61 -0.23 0.1163
H 2.71 4.17 0.11 0.1245
H -2.45 4.41 -1.89 0.1505
H -1.37 6.43 -1.58 0.1204
```

- frontier orbital gap (eV) = 7.27
- maximum force (Eh/bohr) = 0.0111
- total energy (Ha) = -2574.787782
- total charge = +1
- lowest unoccupied orbital energy (eV) = -3.5
- ΔE to the lowest compared entry with this formula, charge and spin (eV) = 0.0000

[6]
Entry from OMol25: C23H61NaO12S9 as an isolated structure (ωB97M-V/def2-TZVPD).

The geometry in XYZ format:
```
106
Properties=species:S:1:pos:R:3:lowdin_charge:R:1
Na -0.17 0.30 -0.17 0.1858
C 2.66 -1.15 1.51 -0.3550
O 1.28 -1.24 1.26 -0.4219
H 2.97 -0.61 2.41 0.0374
H 3.23 -2.08 1.48 0.0418
H 3.09 -0.58 0.68 0.0095
C 0.59 -2.49 -2.41 -0.2299
S 1.15 -0.92 -3.21 0.8845
O 0.62 0.20 -2.36 -0.5830
C 2.92 -1.05 -2.65 -0.2041
H 1.20 -3.36 -2.67 0.0630
H -0.38 -2.70 -2.86 0.0223
H 0.62 -2.25 -1.34 0.0453
H 3.21 -2.07 -2.93 0.0486
H 2.94 -1.13 -1.56 0.0399
H 3.54 -0.21 -2.94 0.0470
C -2.87 -1.15 -3.72 -0.2436
S -3.43 0.18 -4.96 0.8736
O -4.25 -0.65 -5.98 -0.5970
C -1.66 0.19 -5.57 -0.2571
H -3.70 -1.28 -3.03 0.0293
H -1.90 -0.85 -3.31 0.0088
H -2.65 -2.08 -4.24 0.0564
H -1.02 0.65 -4.82 0.0228
H -1.63 0.88 -6.41 0.0459
H -1.32 -0.83 -5.78 0.0559
C -2.09 -0.49 3.35 -0.2436
S -1.29 -1.31 4.80 0.8397
O -2.10 -0.86 5.99 -0.5834
C 0.19 -0.13 4.76 -0.2285
H -3.15 -0.73 3.20 0.0552
H -1.45 -0.54 2.47 0.0325
H -1.90 0.51 3.75 0.0166
H -0.08 0.88 5.06 0.0469
H 0.50 -0.09 3.72 0.0184
H 1.04 -0.59 5.26 0.0465
C -0.65 4.46 1.87 -0.2608
S -0.02 2.83 2.28 0.8950
O 0.62 2.29 0.94 -0.5681
C 1.45 3.33 3.34 -0.2131
H -0.01 4.97 1.15 0.0568
H -0.64 5.20 2.67 0.0579
H -1.67 4.40 1.47 0.0357
H 1.08 3.50 4.35 0.0469
H 1.87 4.24 2.92 0.0465
H 2.21 2.55 3.34 0.0479
C -1.89 -4.12 -0.79 -0.2275
S -2.52 -2.65 0.18 0.9022
O -2.02 -1.48 -0.67 -0.5978
C -4.35 -2.97 -0.18 -0.2201
H -0.85 -4.43 -0.64 0.0561
H -2.15 -3.99 -1.84 0.0509
H -2.55 -4.93 -0.50 0.0328
H -5.05 -2.40 0.44 0.0432
H -4.62 -4.01 -0.01 0.0484
H -4.67 -2.80 -1.21 0.0460
C 1.75 4.16 -4.22 -0.2462
S 0.49 5.15 -3.34 0.8341
O -0.76 5.37 -4.19 -0.5894
C -0.09 3.89 -2.14 -0.2498
H 2.61 3.99 -3.57 0.0112
H 2.21 4.73 -5.03 0.0554
H 1.27 3.27 -4.64 0.0567
H -0.44 2.96 -2.60 0.0506
H -0.89 4.33 -1.55 0.0354
H 0.74 3.67 -1.46 0.0241
C -3.74 2.66 -1.58 -0.2129
S -3.50 1.40 -0.20 0.9143
O -2.02 1.60 0.25 -0.6081
C -4.42 2.29 1.16 -0.2163
H -3.40 2.46 -2.60 0.0371
H -3.29 3.60 -1.25 0.0448
H -4.80 2.81 -1.75 0.0490
H -5.48 2.44 0.96 0.0525
H -3.94 3.26 1.33 0.0423
H -4.35 1.70 2.07 0.0426
C 4.19 2.79 0.43 -0.2411
C 4.08 4.18 -0.12 -0.2231
C 4.99 4.39 -1.35 -0.1954
S 5.18 2.70 -2.03 0.7498
O 6.59 2.29 -1.85 -0.3463
O 4.56 2.82 -3.37 -0.3820
C 4.04 1.89 -0.76 -0.1988
H 3.54 2.43 1.22 0.1063
H 5.21 2.69 0.82 0.1246
H 4.45 4.90 0.61 0.1146
H 3.04 4.39 -0.36 0.1066
H 6.00 4.71 -1.13 0.1002
H 4.60 5.00 -2.17 0.0951
H 4.26 0.83 -0.65 0.0861
H 3.03 1.97 -1.15 0.0986
C 0.41 -4.82 4.00 -0.1782
C 0.46 -6.37 4.31 -0.2004
C -0.89 -7.00 3.86 -0.2253
S -1.13 -6.34 2.20 0.6884
O -2.49 -5.84 2.06 -0.3627
O -0.57 -7.21 1.16 -0.3401
C -0.05 -4.87 2.52 -0.2165
H 1.35 -4.28 4.08 0.1183
H -0.35 -4.40 4.65 0.0912
H 0.70 -6.36 5.38 0.1096
H 1.19 -6.92 3.72 0.1107
H -1.74 -6.63 4.44 0.0985
H -1.10 -8.07 3.87 0.1038
H -0.60 -4.00 2.16 0.0713
H 0.83 -5.01 1.90 0.1034
```

- frontier orbital gap (eV) = 6.61
- maximum force (Eh/bohr) = 0.0829
- total energy (Ha) = -5561.481452
- total charge = 0
- lowest unoccupied orbital energy (eV) = -0.2